# 1
Computed, not measured: a structure of composition C5H7NaO3, with ωB97M-V with the def2-TZVPD basis set.

XYZ file:
```
16
Properties=species:S:1:pos:R:3
O 0.587 -0.408 0.997
C 0.176 0.602 0.239
O -0.446 1.478 0.986
Na 0.417 0.775 3.079
O -0.118 0.486 -0.956
C 0.863 -1.693 0.367
H -0.067 -2.065 -0.081
H 1.590 -1.501 -0.440
C 1.395 -2.595 1.406
H 2.153 -2.237 2.104
H 1.106 -3.644 1.412
C -1.683 2.041 -1.655
C -1.487 2.611 -2.771
H -1.184 2.010 0.203
H -2.555 1.472 -1.326
H -0.747 2.667 -3.564
```

Output
Net charge   +1
Energy relative to the best compared isomer or geometry (same formula, charge and spin)   2.421 eV
Energy   -15846.1127 eV
HOMO-LUMO gap (spin up / spin down)   8.053 / 8.537 eV
Multiplicity   2

For reference, the Löwdin charges in units of e are:
1. O -0.052
2. C -0.633
3. O 0.021
4. Na 0.848
5. O 0.069
6. C -0.191
7. H 0.142
8. H 0.145
9. C 0.099
10. H 0.065
11. H 0.072
12. C -0.055
13. C 0.103
14. H 0.234
15. H 0.077
16. H 0.055

# 2
Computed, not measured: a cluster of 2 separate species, C5H7O4P in total, with ωB97M-V with the def2-TZVPD basis set.

XYZ file:
```
17
Properties=species:S:1:pos:R:3
C -0.166 0.829 1.833
C -0.572 1.775 0.717
C 0.565 -0.287 1.048
C -1.035 0.787 -0.274
C -0.141 -0.436 -0.303
O 2.222 -1.623 -2.497
O 0.492 -3.404 -2.384
O -0.098 -1.219 -3.573
O -1.565 -0.438 0.186
P 0.817 -1.999 -2.721
H 0.606 1.377 2.569
H -0.927 0.346 2.508
H -1.192 2.567 1.068
H 0.345 2.250 0.406
H 1.660 -0.122 1.022
H 0.536 -1.391 1.582
H -1.548 0.988 -1.186
```

Output
Net charge   -2
Energy relative to the best compared isomer or geometry (same formula, charge and spin)   1.909 eV
Energy   -22775.2498 eV
HOMO-LUMO gap   5.491 eV

For reference, the Löwdin charges in units of e are:
1. C -0.261
2. C -0.200
3. C -0.255
4. C -0.397
5. C -0.211
6. O -0.436
7. O -0.442
8. O -0.428
9. O -0.173
10. P 0.128
11. H 0.105
12. H 0.093
13. H 0.070
14. H 0.099
15. H 0.075
16. H 0.127
17. H 0.105

# 3
Computed, not measured: an isolated molecule of C5H7O6P, with ωB97M-V with the def2-TZVPD basis set.

XYZ file:
```
19
Properties=species:S:1:pos:R:3
C 1.522 0.332 1.296
C 1.013 -0.657 0.277
C -0.637 1.446 0.388
C -1.248 0.246 0.262
C 1.360 -0.342 -1.135
O -2.287 -1.614 -1.834
O -0.413 -0.904 0.361
O -2.564 0.192 -0.099
O 1.372 0.321 2.674
O -1.173 2.612 0.493
O 0.750 -1.271 -2.003
P -3.269 -0.669 -1.362
H 2.066 1.319 1.046
H 1.338 -1.723 0.493
H 2.579 -0.420 -1.154
H 1.111 0.623 -1.597
H 0.727 -0.429 2.795
H -2.110 2.471 0.832
H -0.137 -1.533 -1.734
```

Output
Energy relative to the best compared isomer or geometry (same formula, charge and spin)   4.593 eV
Energy   -26866.8988 eV
HOMO-LUMO gap (spin up / spin down)   6.787 / 7.339 eV

For reference, the Löwdin charges in units of e are:
1. C -0.061
2. C -0.334
3. C -0.096
4. C -0.375
5. C -0.239
6. O -0.412
7. O -0.080
8. O -0.292
9. O 0.009
10. O 0.057
11. O -0.060
12. P 0.925
13. H 0.155
14. H 0.182
15. H 0.177
16. H 0.120
17. H 0.131
18. H 0.149
19. H 0.043

# 4
Computed, not measured: an isolated molecule of C5H7P, with ωB97M-V with the def2-TZVPD basis set.

XYZ file:
```
13
Properties=species:S:1:pos:R:3
C 2.156 1.028 -0.818
C 1.271 1.033 0.152
C -0.046 0.988 0.770
C -0.708 -0.328 0.324
C 0.276 -1.438 -0.200
P 2.253 -0.588 0.363
H 2.444 1.570 -1.738
H 0.163 1.065 1.803
H -0.795 1.765 0.659
H -1.517 -0.631 0.916
H -1.280 -0.046 -0.628
H 0.074 -2.354 0.345
H 0.190 -1.680 -1.310
```

Output
Energy relative to the best compared isomer or geometry (same formula, charge and spin)   2.491 eV
Energy   -14583.2074 eV
HOMO-LUMO gap   9.287 eV

For reference, the Löwdin charges in units of e are:
1. C -0.197
2. C -0.488
3. C -0.256
4. C -0.261
5. C -0.275
6. P 0.945
7. H 0.059
8. H 0.089
9. H 0.104
10. H 0.075
11. H 0.117
12. H 0.023
13. H 0.065

Number 1: molar mass 138.10 g/mol, largest force on an atom 6.1 eV/A. Number 2: molar mass 162.08 g/mol, largest force on an atom 3.8 eV/A. Number 3: molar mass 194.08 g/mol, largest force on an atom 4.3 eV/A. Number 4: molar mass 98.08 g/mol, largest force on an atom 4.3 eV/A.